# 1
15
Properties=species:S:1:pos:R:3:nbo_charge:R:1 method="wB97M-V/def2-TZVPD" largest_force_ha_per_bohr=0.056 total_charge=0 homo_ev=-7.94 smiles="C=NC(=C)C.O"
C 0.761 0.647 -0.681 -0.64
C -0.044 -0.462 -1.301 0.19
C 0.327 -1.112 -2.418 -0.51
C -1.470 -1.315 0.458 0.03
N -1.230 -0.725 -0.626 -0.45
H 1.738 0.636 -1.156 0.22
H 0.254 1.601 -0.657 0.23
H 0.886 0.364 0.371 0.22
H -0.449 -1.491 -3.066 0.21
H 1.287 -0.825 -2.827 0.19
H -1.139 -2.340 0.678 0.14
H -2.077 -0.797 1.207 0.16
H 0.926 2.126 3.840 0.47
H -0.287 2.105 3.024 0.46
O 0.518 1.588 3.152 -0.93

# 2
65
Properties=species:S:1:pos:R:3:nbo_charge:R:1 method="wB97M-V/def2-TZVPD" largest_force_ha_per_bohr=0.136 total_charge=0 homo_ev=-9.43 smiles="NC(N)=O.CCO.CO.CO.CO.CO.CO.CO.CO.CO"
C 2.239 3.056 -1.095 -0.64
C 0.885 3.262 -0.462 -0.06
O 0.663 4.692 -0.202 -0.75
H 3.001 3.269 -0.292 0.21
H 2.329 3.595 -2.069 0.22
H 2.302 2.000 -1.192 0.20
H 0.849 2.888 0.492 0.16
H 0.020 2.917 -1.154 0.18
H 0.129 5.054 -0.886 0.47
C -0.813 -3.275 -2.578 0.77
O -1.062 -2.093 -1.928 -0.79
N -1.713 -3.767 -3.407 -0.80
N 0.334 -3.891 -2.478 -0.81
H -2.528 -3.212 -3.615 0.43
H -1.403 -4.571 -4.041 0.40
H 0.995 -3.481 -1.768 0.44
H 0.560 -4.725 -3.000 0.40
C 3.849 0.198 0.925 -0.25
O 3.530 -1.252 0.889 -0.76
H 4.192 0.386 1.861 0.17
H 2.921 0.729 0.728 0.15
H 4.619 0.503 0.254 0.19
H 2.970 -1.487 1.578 0.49
C -3.610 -2.429 0.336 -0.25
O -3.561 -1.009 0.246 -0.75
H -3.735 -2.605 1.412 0.17
H -2.658 -2.817 -0.082 0.17
H -4.395 -2.824 -0.262 0.17
H -2.648 -0.783 0.399 0.48
C 0.237 -2.789 2.854 -0.25
O 1.270 -2.230 2.049 -0.77
H 0.511 -3.427 3.723 0.19
H -0.509 -3.464 2.348 0.16
H -0.452 -2.013 3.220 0.16
H 0.912 -1.600 1.376 0.50
C 0.415 1.036 3.907 -0.25
O 1.724 0.725 3.565 -0.71
H -0.150 1.313 2.962 0.15
H 0.247 1.880 4.607 0.16
H -0.050 0.086 4.201 0.19
H 2.043 1.436 2.984 0.46
C -2.577 1.803 1.736 -0.26
O -1.669 2.656 1.097 -0.75
H -2.529 1.903 2.814 0.17
H -2.247 0.798 1.577 0.18
H -3.614 1.878 1.417 0.19
H -1.208 3.211 1.723 0.49
C -3.032 1.576 -1.697 -0.24
O -2.638 2.920 -1.599 -0.76
H -3.383 1.216 -0.730 0.18
H -2.075 0.974 -1.881 0.15
H -3.731 1.476 -2.468 0.18
H -2.256 3.088 -0.753 0.49
C 0.270 0.108 -0.011 -0.27
O -0.591 -0.868 0.488 -0.78
H 1.229 -0.126 -0.456 0.18
H 0.555 0.783 0.813 0.17
H -0.301 0.712 -0.728 0.18
H -0.638 -1.481 -0.275 0.52
C 2.632 -0.458 -2.558 -0.24
O 3.251 -0.332 -3.813 -0.72
H 1.927 -1.294 -2.527 0.15
H 2.034 0.368 -2.486 0.16
H 3.385 -0.524 -1.775 0.19
H 2.747 0.333 -4.313 0.46

# 3
48
Properties=species:S:1:pos:R:3:nbo_charge:R:1 method="wB97M-V/def2-TZVPD" largest_force_ha_per_bohr=0.066 total_charge=+2 homo_ev="-14.96 / -14.96"
Rh 0.158 -0.219 -1.615 1.02
C -1.679 2.644 2.905 -0.42
N -1.471 2.374 1.508 -0.29
C -1.874 3.143 0.468 -0.03
C -1.471 2.511 -0.680 -0.06
N -0.836 1.371 -0.333 -0.44
C -0.837 1.301 0.995 0.07
P -0.084 -0.026 2.002 0.81
C 1.504 -0.073 1.088 0.08
N 1.707 -0.187 -0.233 -0.49
C 3.054 -0.207 -0.417 -0.06
C 3.665 -0.109 0.804 -0.03
N 2.685 -0.032 1.733 -0.29
C 2.857 0.037 3.159 -0.42
C -0.823 -1.421 1.069 0.08
N -0.822 -1.619 -0.254 -0.53
C -1.489 -2.776 -0.476 -0.07
C -1.901 -3.286 0.726 -0.04
N -1.477 -2.427 1.683 -0.30
C -1.683 -2.568 3.100 -0.42
H -2.229 3.575 3.015 0.25
H -2.254 1.841 3.368 0.23
H -0.722 2.741 3.420 0.23
H -2.409 4.064 0.593 0.25
H -1.612 2.812 -1.701 0.26
H 3.542 -0.305 -1.365 0.26
H 4.708 -0.097 1.052 0.25
H 3.918 0.050 3.396 0.25
H 2.396 0.939 3.566 0.23
H 2.408 -0.837 3.634 0.23
H -1.649 -3.186 -1.452 0.23
H -2.441 -4.186 0.942 0.25
H -2.253 -3.474 3.293 0.25
H -0.728 -2.644 3.621 0.23
H -2.239 -1.718 3.496 0.23
F 0.851 0.083 -4.447 -0.32
C 1.443 0.177 -3.233 0.46
F 2.452 -0.719 -3.256 -0.31
C 2.006 1.623 -3.104 0.90
F 1.539 2.402 -4.056 -0.28
F 3.327 1.655 -3.108 -0.29
F 1.600 2.160 -1.921 -0.33
O -1.762 1.182 -3.172 -0.16
N -1.413 0.030 -2.910 -0.17
Cl -1.838 -0.746 -5.958 -0.19
Si -1.889 -1.373 -4.102 1.43
Cl -0.310 -2.510 -3.502 -0.28
Cl -3.625 -1.972 -3.341 -0.25

# 4
9
Properties=species:S:1:pos:R:3:nbo_charge:R:1 method="wB97M-V/def2-TZVPD" largest_force_ha_per_bohr=0.089 total_charge=+1 homo_ev=-15.86
C -0.901 -0.492 0.548 0.38
C 0.144 -1.468 -0.169 0.72
N -2.291 -2.751 1.220 0.66
O -2.744 -3.178 0.302 0.06
O -1.942 -0.863 1.089 -0.41
O 0.082 -2.613 0.071 -0.50
O 0.993 -0.806 -0.843 -0.61
H -0.559 0.456 0.693 0.17
H 0.779 0.132 -1.092 0.53

Computed energy relative to the best compared isomer or geometry (same formula, charge and spin) (kJ/mol) in order:
337.31; 0.00; 221.80; 84.73